DFT (ωB97M-V/def2-TZVPD) results for a structure of composition C27H33N4O4PS3Zr.

The calculation puts the HOMO energy at -6.596 eV. As for the total energy: -3151.8367 Ha. The value obtained for the gap between HOMO and LUMO is 0.245 hartree. Its LUMO energy is 0.1 eV. For the max |F|, the calculation gives 0.69 eV Å⁻¹. Its spin multiplicity is 1.

```
73
Properties=species:S:1:pos:R:3:forces:R:3
Zr -0.9926 0.7402 -0.5533 -0.288 0.616 -0.140
N -0.8470 1.6791 1.7146 -0.093 0.014 0.066
C -2.1417 2.2370 2.1406 0.057 0.034 0.016
C -3.0320 2.5599 0.9496 0.255 0.075 0.101
O -4.1972 2.8556 1.1916 -0.070 0.036 -0.115
N -2.4154 2.4709 -0.2514 -0.058 -0.325 0.112
C -3.3373 2.5909 -1.3775 0.117 -0.133 -0.001
C -3.6388 1.1893 -1.9130 0.055 -0.080 0.117
O -4.6200 0.9320 -2.5638 -0.001 -0.039 -0.101
O -2.7342 0.2796 -1.5499 -0.023 0.026 -0.002
H -0.1756 2.4142 1.5272 -0.033 0.017 -0.082
H -0.4465 1.1177 2.4576 -0.034 -0.044 0.020
H -2.6703 1.5078 2.7532 -0.013 -0.010 -0.005
H -2.0265 3.1401 2.7434 0.022 -0.002 0.007
H -4.2670 3.0786 -1.0955 -0.024 -0.021 0.009
H -2.8643 3.1426 -2.1891 -0.059 0.041 -0.026
N -0.6016 -1.2150 2.4337 0.040 0.022 -0.010
P 0.3954 -1.0793 1.0406 0.105 -0.135 0.210
C 0.7672 -2.8246 0.7036 -0.045 -0.028 -0.033
C -0.2234 -3.5627 0.0519 0.006 0.018 -0.007
C -0.0584 -4.9222 -0.1475 0.019 -0.009 0.003
C 1.0990 -5.5532 0.2921 -0.013 -0.002 -0.006
C 2.0853 -4.8246 0.9378 0.022 0.008 0.004
C 1.9208 -3.4615 1.1486 -0.020 0.000 -0.005
C 1.9401 -0.4090 1.7165 -0.002 0.016 -0.064
C 2.0827 0.0185 3.0300 0.022 0.011 0.043
C 3.2770 0.5935 3.4545 -0.030 -0.012 -0.005
C 4.3321 0.7337 2.5690 0.007 0.005 -0.015
C 4.1941 0.3060 1.2515 0.019 -0.011 0.051
C 3.0036 -0.2534 0.8230 -0.016 -0.021 0.015
C -1.9875 -1.1900 2.2571 -0.005 0.006 -0.048
C -2.8159 -1.7042 3.2533 0.000 0.000 0.007
C -4.1815 -1.6377 3.0770 -0.018 -0.001 -0.002
C -4.6870 -1.0783 1.9121 0.018 -0.001 0.029
C -3.7954 -0.6087 0.9725 -0.041 0.012 -0.028
N -2.4614 -0.6463 1.1292 0.037 -0.044 0.089
H -0.3032 -1.8542 3.1585 -0.012 -0.011 0.000
H -1.1108 -3.0645 -0.3208 0.005 -0.003 -0.003
H -0.8252 -5.4880 -0.6600 -0.003 0.008 0.000
H 1.2328 -6.6144 0.1258 -0.003 0.003 0.001
H 2.9878 -5.3151 1.2790 0.000 0.003 -0.002
H 2.6961 -2.9004 1.6541 0.008 0.010 0.001
H 1.2662 -0.0931 3.7336 0.004 0.012 -0.007
H 3.3800 0.9233 4.4801 -0.003 -0.002 -0.001
H 5.2633 1.1733 2.9028 0.001 0.000 -0.007
H 5.0206 0.4123 0.5598 -0.002 -0.005 -0.009
H 2.8781 -0.5673 -0.2081 -0.005 -0.016 0.002
H -2.3812 -2.1406 4.1431 0.001 0.006 0.000
H -4.8454 -2.0230 3.8399 0.003 0.001 -0.001
H -5.7477 -0.9998 1.7272 0.004 -0.007 0.000
H -4.1474 -0.1902 0.0429 0.034 0.006 -0.015
C 1.0567 -1.3970 -4.5443 -0.010 0.034 0.027
C 0.5191 -0.3769 -3.5658 0.036 -0.054 -0.044
S 0.4536 -0.9049 -1.8816 -0.011 -0.012 -0.198
C 0.0841 0.8329 -3.9409 -0.004 0.040 -0.028
C 0.0705 1.2750 -5.3819 0.008 -0.023 0.024
S -0.5599 2.0151 -2.8128 0.013 0.040 -0.059
H 1.4083 -2.2821 -4.0175 0.003 0.003 0.001
H 1.8909 -0.9988 -5.1275 -0.006 -0.006 -0.006
H 0.2834 -1.7137 -5.2486 0.004 -0.007 0.005
H 0.8316 0.7655 -5.9738 -0.011 -0.005 0.000
H 0.2315 2.3506 -5.4555 0.008 0.001 0.000
H -0.9033 1.0633 -5.8313 -0.001 0.013 0.001
C 2.7145 2.3303 -2.0638 0.012 -0.072 0.040
S 1.5190 3.1278 -1.0027 0.023 -0.212 0.030
C 2.6951 3.7790 0.1847 0.065 0.013 0.016
O 0.9142 1.9926 -0.1673 -0.092 0.147 0.078
H 3.4139 3.0861 -2.4206 -0.008 -0.010 -0.033
H 2.1752 1.8647 -2.8851 -0.017 -0.013 -0.003
H 3.2182 1.5728 -1.4627 0.041 0.042 -0.037
H 3.3052 4.5314 -0.3153 0.019 -0.001 0.037
H 3.3061 2.9655 0.5766 -0.007 0.028 0.000
H 2.1295 4.2459 0.9889 -0.014 0.006 -0.015
```
Forces are in eV/Å.

DFT (ωB97M-V/def2-TZVPD) results for a structure of composition C27H33N4SbSe4Si2Y at a distorted geometry.

The calculation puts the HOMO energy at -3.183 eV. As for the total energy: -11731.2451 Ha. The value obtained for the gap between HOMO and LUMO is 0.165 hartree. As for the charge: -1. Its LUMO energy is 1.3 eV. For the max |F|, the calculation gives 3.18 eV Å⁻¹. Its spin multiplicity is 1.

```
72
Properties=species:S:1:pos:R:3:forces:R:3
Y 0.0392 0.2505 -0.4284 -1.017 0.185 -0.257
C -0.1927 -3.2544 -3.5888 0.116 -0.011 0.072
C -1.3324 -2.9704 -4.3182 -0.102 0.092 -0.018
C -1.9488 -1.7386 -4.1519 0.236 -0.227 -0.094
C -1.4039 -0.8500 -3.2394 -0.355 0.587 0.012
N -0.3807 -1.1740 -2.4477 -0.276 -0.153 0.340
C 0.2425 -2.3326 -2.6512 -0.036 0.036 -0.110
C -1.8841 0.5674 -3.1383 -0.075 -0.264 -0.098
C -2.6027 1.1537 -4.1714 0.015 0.023 -0.006
C -2.9131 2.4976 -4.0860 0.000 -0.004 -0.023
C -2.4889 3.2257 -2.9901 0.024 0.004 -0.006
C -1.7734 2.5765 -1.9933 -0.073 0.223 0.174
N -1.5067 1.2707 -2.0684 0.057 -0.095 0.150
C -1.1710 3.3411 -0.8516 -0.431 -0.288 -0.470
C -1.5952 4.6201 -0.5303 0.267 0.182 0.138
C -0.8688 5.3362 0.4107 -0.112 -0.020 -0.086
C 0.2553 4.7595 0.9719 0.120 -0.071 0.047
C 0.5662 3.4508 0.6407 -0.036 0.087 -0.084
N -0.1621 2.7407 -0.2182 -0.276 -0.166 0.307
H 0.3549 -4.1763 -3.7237 -0.016 0.001 -0.018
H -1.7282 -3.6856 -5.0273 0.019 0.002 -0.008
H -2.8232 -1.4790 -4.7295 0.023 0.017 -0.018
H 1.1254 -2.5097 -2.0501 -0.007 -0.022 0.017
H -2.8588 0.5874 -5.0535 0.016 0.021 -0.010
H -3.4385 2.9874 -4.8951 -0.004 -0.004 0.009
H -2.6565 4.2906 -2.9424 0.009 -0.002 -0.022
H -2.4601 5.0571 -1.0062 0.020 0.004 -0.023
H -1.1684 6.3407 0.6798 0.018 0.003 -0.005
H 0.8856 5.2972 1.6657 -0.017 0.017 -0.008
H 1.4321 2.9516 1.0566 -0.008 -0.004 0.031
C -0.0404 -3.6304 0.4239 -0.047 -0.099 -0.101
Si 1.3304 -2.5963 1.2177 -0.242 0.129 0.168
C 1.8551 -3.6330 2.7012 -0.043 -0.123 0.078
C 2.8451 -2.4851 0.1455 0.234 0.036 -0.180
C 0.5854 -0.9332 1.5890 -0.414 -0.330 0.628
C -0.8850 -1.0055 1.8601 -0.085 -0.113 0.212
C -1.4584 -1.6206 2.9928 0.163 0.007 -0.035
C -2.8201 -1.6442 3.1697 -0.104 0.013 -0.010
C -3.6536 -1.0531 2.2180 0.000 -0.047 0.080
C -3.0572 -0.4654 1.1301 0.153 0.026 -0.057
N -1.7291 -0.4371 0.9494 -0.383 -0.437 0.798
Si 1.4835 0.1647 2.7908 -0.256 -0.197 -0.015
C 2.0237 -0.6274 4.4126 -0.038 0.002 0.152
C 3.0330 0.9019 2.0744 0.232 0.115 -0.127
C 0.2450 1.4857 3.3377 -0.031 0.147 0.036
H 0.3736 -4.4654 -0.1491 -0.020 0.000 0.027
H -0.6989 -3.0685 -0.2437 0.020 0.001 -0.004
H -0.6739 -4.0505 1.2112 0.007 0.000 -0.017
H 2.1988 -4.6082 2.3395 -0.027 0.005 0.030
H 1.0340 -3.8087 3.4030 0.019 0.009 -0.017
H 2.6772 -3.1826 3.2557 0.034 -0.028 -0.031
H 3.0643 -3.4580 -0.3073 0.021 0.012 0.039
H 3.7136 -2.2107 0.7524 -0.017 -0.013 0.002
H 2.7926 -1.7354 -0.6480 -0.035 -0.013 0.003
H -0.7929 -2.0724 3.7176 -0.007 0.002 -0.005
H -3.2457 -2.1201 4.0453 0.001 0.002 -0.005
H -4.7290 -1.0532 2.3251 0.005 0.002 -0.004
H -3.6473 0.0113 0.3542 -0.003 0.000 -0.001
H 2.7766 -1.4011 4.2688 0.037 0.037 0.005
H 1.1879 -1.0711 4.9622 0.019 0.008 -0.016
H 2.4666 0.1474 5.0479 -0.029 -0.026 0.012
H 3.8423 0.1654 2.0998 -0.015 0.009 0.010
H 3.3587 1.7601 2.6720 0.019 -0.042 0.009
H 2.9498 1.2137 1.0305 -0.030 0.007 0.013
H -0.3892 1.0763 4.1299 0.006 0.013 -0.009
H -0.4243 1.8306 2.5452 0.019 0.001 -0.003
H 0.7553 2.3648 3.7425 -0.022 -0.022 0.016
Se 5.5398 0.7932 -2.8214 0.049 0.113 -0.231
Sb 3.4639 1.7598 -3.6099 -0.190 -0.091 0.312
Se 1.9027 0.8776 -1.7080 2.824 0.614 -1.333
Se 2.9927 4.1097 -3.1756 0.062 0.084 -0.169
Se 2.2105 0.6427 -5.3772 0.017 0.033 -0.194
```
Forces are in eV/Å.

DFT (ωB97M-V/def2-TZVPD) results for a structure of composition C27H33O2Sn at a distorted geometry.

The calculation puts the HOMO energy (spin up / spin down) at -10.069 / -10.076 eV. As for the total energy: -1412.8027 Ha. The value obtained for the gap between HOMO and LUMO (spin up / spin down) is 0.167 / 0.169 hartree. As for the charge: +1. Its LUMO energy (spin up / spin down) is -5.5 / -5.5 eV. For the max |F|, the calculation gives 2.74 eV Å⁻¹. Its spin multiplicity is 1.

```
63
Properties=species:S:1:pos:R:3:forces:R:3
O 0.0704 2.0245 -1.8015 0.213 0.095 -0.965
C 0.6364 2.2645 -3.1431 -0.191 0.390 0.083
C -0.5143 3.2737 -3.4807 0.647 -0.570 1.062
H 0.6002 1.3075 -3.7138 -0.062 0.764 0.211
H 1.6712 2.6631 -3.1697 -0.518 -0.278 0.424
C -1.1542 2.7102 -2.1735 -0.909 0.197 -0.501
H -0.9384 3.0832 -4.4464 -0.730 -0.104 -0.284
H -0.3743 4.3576 -3.3494 0.662 -0.485 -0.251
C -2.3584 1.8092 -2.4444 -0.176 -0.338 0.178
H -2.1384 1.0236 -3.1826 -0.029 0.414 -0.042
H -3.1713 2.4815 -2.8017 0.415 -0.690 0.111
H -2.7178 1.2583 -1.5506 0.203 0.527 -0.274
C -1.5204 3.7714 -1.1511 0.026 0.255 0.090
H -0.6808 4.4699 -1.0567 -0.208 0.009 0.073
H -1.7152 3.3341 -0.1640 0.046 0.035 -0.290
H -2.4290 4.3277 -1.4462 0.459 -0.229 -0.002
Sn 0.3707 -2.4381 0.0604 -0.019 0.521 2.207
C 0.3920 2.2877 2.8581 -1.151 -0.669 0.754
C 1.1589 1.0946 2.8900 0.420 -0.595 -0.192
C 1.7877 0.9616 1.6244 -0.867 -0.266 1.125
H 1.2131 0.3845 3.7186 0.091 0.430 -0.322
C 1.3604 2.0320 0.7943 -0.612 0.994 0.381
C 0.4778 2.8477 1.5547 0.565 -0.083 -1.198
H -0.0569 3.7470 1.2356 0.458 -0.454 0.070
H -0.1875 2.7076 3.6956 0.821 -0.158 -0.489
H 2.4273 0.1393 1.3404 0.151 0.093 0.002
H 1.6678 2.1854 -0.2312 -0.189 0.083 0.241
C -1.9541 -0.0970 3.4696 0.195 -1.419 -0.255
C -2.0600 1.1396 2.7550 0.663 0.634 -0.930
C -2.2402 0.8417 1.3752 0.152 -0.207 -0.057
H -2.0114 2.1460 3.1801 -0.622 -0.603 -0.168
C -2.3016 -0.5739 1.2419 0.729 1.453 -0.190
C -2.1076 -1.1420 2.5254 0.476 0.607 1.557
H -2.0049 -2.2041 2.6974 -0.243 0.079 0.279
H -1.7711 -0.1848 4.5497 -0.179 -0.078 -0.690
H -2.2903 1.5710 0.5685 -0.171 -0.353 0.369
H -2.4877 -1.1185 0.3320 -0.290 -0.043 -0.219
O -0.0606 -1.2319 -4.6885 -0.262 0.039 -2.152
C -0.2851 -0.4283 -5.9016 -0.302 1.053 0.846
C 0.3235 -1.0952 -7.1293 0.005 -0.773 0.491
H 0.1748 0.5496 -5.7097 0.163 -0.092 -0.129
H -1.3559 -0.2003 -6.0186 0.230 -0.467 0.201
C 1.2907 -2.1469 -6.5281 -0.212 0.525 0.010
H 0.9006 -0.4110 -7.7475 -0.352 0.162 -0.058
H -0.4596 -1.5826 -7.7230 0.283 0.182 0.043
C 0.9733 -2.1556 -5.0347 0.496 -0.279 0.961
H 2.3216 -1.8044 -6.6328 -0.065 -0.236 -0.283
H 1.1603 -3.1135 -7.0150 0.147 0.040 0.186
H 1.8510 -1.8744 -4.4563 0.380 0.211 -0.025
H 0.7353 -3.1406 -4.6533 -0.516 -0.341 -0.070
C 0.8514 -2.6191 2.1776 0.301 -0.173 1.109
C 1.0876 -2.7556 3.4014 -0.285 -0.071 -2.721
C 1.3539 -3.0103 4.7799 0.334 -0.011 1.247
C 0.3111 -3.4753 5.6313 -0.081 0.464 -0.164
C 0.5448 -3.7164 6.9774 -0.036 -0.544 0.191
C 1.8378 -3.6607 7.4810 0.056 0.284 0.403
C 2.8337 -3.0428 6.7321 -0.146 -0.413 -0.254
C 2.6282 -2.7569 5.3831 -0.650 0.046 0.261
H -0.7130 -3.6389 5.2829 0.476 0.244 -0.257
H -0.2736 -3.9700 7.6651 0.333 -0.202 -0.596
H 2.0730 -4.0848 8.4661 -0.235 0.604 -0.284
H 3.7677 -2.7936 7.2292 0.039 -0.240 -0.376
H 3.4798 -2.3275 4.8710 -0.328 0.029 -0.476
```
Forces are in eV/Å.

What is the spin multiplicity in the first record?
1

spin multiplicity of number 1 (C27H33N4O4PS3Zr)?
1

Which value of spin multiplicity does entry 3 give?
1